Run A
{"formula": "C13H52N26O13", "method": "ωB97M-V/def2-TZVPD", "homo_lumo_gap_ev": 9.30, "homo_ha": -0.34506, "symbols": ["C", "O", "N", "N", "H", "H", "H", "H", "C", "O", "N", "N", "H", "H", "H", "H", "C", "O", "N", "N", "H", "H", "H", "H", "C", "O", "N", "N", "H", "H", "H", "H", "C", "O", "N", "N", "H", "H", "H", "H", "C", "O", "N", "N", "H", "H", "H", "H", "C", "O", "N", "N", "H", "H", "H", "H", "C", "O", "N", "N", "H", "H", "H", "H", "C", "O", "N", "N", "H", "H", "H", "H", "C", "O", "N", "N", "H", "H", "H", "H", "C", "O", "N", "N", "H", "H", "H", "H", "C", "O", "N", "N", "H", "H", "H", "H", "C", "O", "N", "N", "H", "H", "H", "H"], "xyz": [[3.07025, -7.90746, 6.53906], [2.37410, -8.10420, 7.49148], [2.52144, -7.39731, 5.44405], [4.37441, -8.03988, 6.31969], [1.52758, -7.44858, 5.27165], [3.07739, -6.92570, 4.74506], [4.89944, -8.59198, 6.98274], [4.73553, -7.75172, 5.42155], [4.22419, -4.16341, -8.49564], [4.30254, -5.35396, -8.60644], [3.50589, -3.51153, -7.61290], [4.61565, -3.30398, -9.41800], [3.32228, -2.53548, -7.79650], [2.98964, -4.04983, -6.93186], [4.22005, -2.37585, -9.37137], [5.16134, -3.71285, -10.16309], [0.30613, 8.85316, -3.23810], [0.76846, 9.31530, -4.24613], [-0.33533, 9.57535, -2.39163], [0.35038, 7.64818, -2.72252], [-0.36877, 10.58203, -2.31698], [-0.99167, 9.15618, -1.74849], [-0.04139, 7.57997, -1.79411], [0.54170, 6.79827, -3.23357], [1.81796, 2.39586, -7.61155], [1.73546, 2.48175, -6.38427], [0.98771, 2.71348, -8.54463], [2.92395, 2.00428, -8.23905], [1.27539, 2.86423, -9.50099], [0.05064, 3.01153, -8.31399], [3.72616, 1.99894, -7.62544], [3.06651, 2.09897, -9.23445], [-0.18109, 0.24171, 0.27864], [-0.86282, 0.19180, 1.31932], [-0.24696, 1.28176, -0.60159], [0.67753, -0.67094, -0.08404], [0.37563, 1.13005, -1.38227], [-0.74212, 2.13178, -0.37274], [0.98774, -0.77625, -1.03943], [0.67465, -1.44142, 0.56899], [-6.34155, 2.20344, 8.54976], [-6.35741, 3.26409, 7.95365], [-6.92667, 1.85430, 9.69977], [-5.70360, 1.20976, 8.04954], [-6.81865, 0.95833, 10.15328], [-7.69763, 2.45790, 9.94756], [-4.96984, 1.34431, 7.36866], [-5.72456, 0.25550, 8.37977], [3.43811, -7.68961, -1.98816], [3.10653, -6.50123, -2.10842], [3.33112, -8.50223, -3.01547], [3.78047, -8.18983, -0.90934], [3.31531, -9.48672, -2.79048], [3.05986, -8.22594, -3.94831], [4.07749, -9.14968, -0.80651], [3.86725, -7.61531, -0.08319], [-3.97428, -5.05362, 5.29073], [-3.89918, -4.37477, 6.32233], [-4.02694, -6.30655, 5.19847], [-3.75805, -4.59427, 4.13894], [-4.11342, -6.82920, 4.33855], [-4.37790, -6.87963, 5.95246], [-3.71777, -5.18137, 3.31810], [-3.61543, -3.59564, 4.08891], [-2.41359, 6.75426, 3.39509], [-2.26642, 6.76833, 2.18676], [-2.55037, 5.64607, 4.09318], [-2.56394, 7.80305, 4.21887], [-2.28295, 4.77753, 3.65246], [-2.69756, 5.66899, 5.09214], [-2.65541, 8.65134, 3.67836], [-3.17118, 7.58993, 4.99727], [-6.44431, 7.33803, -2.94256], [-6.31766, 8.49179, -3.21274], [-7.54429, 6.68238, -2.39536], [-5.56219, 6.46775, -3.45208], [-7.58951, 5.79657, -1.91223], [-8.27278, 7.35187, -2.19238], [-5.46364, 5.49926, -3.18295], [-4.92819, 6.92430, -4.09216], [6.78528, -2.46749, 3.12800], [5.80523, -3.21555, 3.00801], [7.79884, -2.40387, 2.28747], [7.02791, -1.77803, 4.17574], [7.94130, -3.02194, 1.50147], [8.59088, -1.79906, 2.45169], [6.37429, -1.76766, 4.94566], [7.97838, -1.47220, 4.32800], [7.37773, -0.48062, -4.37278], [7.85560, 0.58834, -4.74446], [6.15851, -0.75275, -3.85868], [8.11234, -1.53535, -4.38273], [5.98724, -1.56537, -3.28387], [5.40164, -0.08474, -3.89047], [9.07752, -1.36010, -4.62318], [7.75665, -2.46297, -4.20079], [-8.47650, 1.70884, 2.14551], [-9.51763, 2.26333, 2.43918], [-8.38676, 0.40865, 1.97818], [-7.48254, 2.40759, 1.70798], [-7.49044, -0.01336, 1.78172], [-9.22287, -0.13881, 1.83218], [-6.62419, 1.95714, 1.42439], [-7.47521, 3.41028, 1.82903]]}

=====

Run B
{"formula": "C13H52N26O13", "method": "ωB97M-V/def2-TZVPD", "homo_lumo_gap_ev": 8.21, "homo_ha": -0.30758, "symbols": ["C", "O", "N", "N", "H", "H", "H", "H", "C", "O", "N", "N", "H", "H", "H", "H", "C", "O", "N", "N", "H", "H", "H", "H", "C", "O", "N", "N", "H", "H", "H", "H", "C", "O", "N", "N", "H", "H", "H", "H", "C", "O", "N", "N", "H", "H", "H", "H", "C", "O", "N", "N", "H", "H", "H", "H", "C", "O", "N", "N", "H", "H", "H", "H", "C", "O", "N", "N", "H", "H", "H", "H", "C", "O", "N", "N", "H", "H", "H", "H", "C", "O", "N", "N", "H", "H", "H", "H", "C", "O", "N", "N", "H", "H", "H", "H", "C", "O", "N", "N", "H", "H", "H", "H"], "xyz": [[-3.94397, 2.53564, -1.63425], [-2.90189, 2.50146, -0.98829], [-4.21657, 1.65460, -2.64713], [-4.91433, 3.47297, -1.42799], [-3.47470, 1.01059, -2.85674], [-5.14057, 1.48389, -2.99058], [-4.64524, 4.18238, -0.76641], [-5.61823, 3.65312, -2.11640], [5.06349, 0.34931, -1.39906], [5.56757, 0.27444, -0.29008], [5.63493, -0.31506, -2.47753], [3.89715, 0.97968, -1.69866], [5.01034, -0.61401, -3.20536], [6.43586, -0.89452, -2.31021], [3.58435, 1.03759, -2.64777], [3.26927, 1.21435, -0.93681], [4.24086, 5.17664, 0.98438], [4.27160, 4.89086, 2.17131], [3.79104, 4.29598, 0.03640], [4.56802, 6.42735, 0.49501], [3.50470, 3.38151, 0.39200], [3.76120, 4.58857, -0.92000], [4.67765, 6.51648, -0.49713], [4.93170, 7.13682, 1.09963], [-0.18142, 3.42294, 2.24720], [-0.56055, 2.86216, 3.26940], [1.09322, 3.89088, 2.09543], [-1.01981, 3.70974, 1.19454], [1.76229, 3.64872, 2.80479], [1.42140, 4.34530, 1.26379], [-1.94310, 3.32182, 1.24297], [-0.57080, 3.98017, 0.32526], [-4.00059, -4.50333, -2.64006], [-4.10274, -5.17026, -1.62094], [-4.49080, -4.95677, -3.84245], [-3.38915, -3.28368, -2.75282], [-4.52610, -4.35467, -4.64138], [-4.90538, -5.86691, -3.89563], [-2.82952, -2.91454, -1.99872], [-3.41176, -2.71903, -3.57861], [-5.55304, 1.11079, 1.27506], [-4.83367, 1.44001, 2.20298], [-5.13274, 0.20952, 0.30556], [-6.83411, 1.57354, 1.12461], [-5.81829, -0.38197, -0.12765], [-4.25786, -0.19635, 0.60370], [-7.23797, 2.13732, 1.84441], [-7.29596, 1.26428, 0.29164], [3.28726, -3.62134, 0.10836], [3.36080, -4.02519, 1.27073], [3.10023, -2.32555, -0.23987], [3.62496, -4.46196, -0.91985], [3.01059, -2.10763, -1.21470], [2.85753, -1.61138, 0.42883], [3.49887, -4.27648, -1.89615], [3.74755, -5.41890, -0.64114], [3.06361, 1.30666, 2.02061], [2.80100, 1.76351, 0.88962], [4.11289, 0.49126, 2.28928], [2.44815, 1.83084, 3.11105], [4.18048, 0.13195, 3.22117], [4.73336, 0.18439, 1.55166], [2.54591, 1.42762, 4.02686], [1.66340, 2.44080, 2.95173], [-3.15660, -3.32822, 1.50843], [-3.21782, -2.34230, 0.77305], [-3.41358, -4.58614, 1.05249], [-2.52584, -3.27741, 2.72635], [-3.67106, -4.67990, 0.07206], [-3.23976, -5.38157, 1.63475], [-2.24288, -2.33849, 2.94696], [-2.58020, -3.99385, 3.42322], [-0.09396, -4.10434, -1.72982], [-0.26789, -3.12764, -2.44678], [0.05638, -3.96419, -0.37547], [-0.00839, -5.39077, -2.20597], [-0.04696, -4.75167, 0.23857], [0.07629, -3.03468, 0.02277], [0.01065, -6.20376, -1.62727], [-0.11872, -5.35149, -3.20566], [-0.25792, 0.17154, 0.18250], [0.50940, -0.71860, 0.58450], [-1.56164, -0.01197, -0.16420], [0.12559, 1.47990, 0.20203], [-2.09735, 0.80960, -0.38026], [-1.99031, -0.91803, -0.10870], [1.07075, 1.70585, 0.49780], [-0.49930, 2.16071, -0.19500], [1.68890, -1.97401, 3.88900], [1.61360, -1.03897, 4.68386], [2.85134, -2.61882, 3.60566], [0.63625, -2.44183, 3.14109], [3.66306, -2.22007, 4.03674], [2.91977, -3.31546, 2.86376], [0.81719, -3.00494, 2.32917], [-0.23461, -1.95395, 3.12811], [0.49988, 4.20249, -1.90063], [0.34467, 5.07965, -1.06263], [-0.48949, 3.32376, -2.23793], [1.67100, 3.99631, -2.59606], [-1.40918, 3.34977, -1.81052], [-0.33108, 2.59229, -2.90675], [2.44585, 4.62988, -2.56046], [1.68156, 3.33241, -3.34831]]}

=====

The structure with the least stability is run A.

=====

Run A
{"formula": "C3H5N2O", "method": "ωB97M-V/def2-TZVPD", "homo_lumo_gap_ev": 9.89, "total_charge": 1, "homo_ha": -0.51790, "symbols": ["C", "C", "C", "N", "N", "O", "H", "H", "H", "H", "H"], "xyz": [[0.01928, 0.19170, -0.70219], [0.68528, -0.62397, -0.05635], [-1.63734, 1.59799, -0.02518], [-0.74911, 1.16204, -1.03789], [1.31288, -1.74761, 0.52330], [-1.60789, 1.10491, 1.05534], [-2.07264, 2.46821, -0.31383], [-0.50504, 1.88272, -1.66578], [2.37540, -1.95422, 0.48442], [0.91656, -2.58020, 0.18252], [1.26262, -1.50155, 1.55565]]}

=====

Run B
{"formula": "C3H5N2O", "method": "ωB97M-V/def2-TZVPD", "homo_lumo_gap_ev": [6.37, 8.04], "total_charge": 1, "homo_ha": [-0.43211, -0.50169], "symbols": ["C", "C", "C", "N", "N", "O", "H", "H", "H", "H", "H"], "xyz": [[0.67844, -0.45791, 0.52362], [-1.14478, 0.16380, -1.61812], [0.57249, 0.48380, 1.53725], [0.14447, 1.12224, 2.56481], [-0.55013, -0.96175, -2.30511], [1.60473, 0.62156, 0.72578], [-0.71706, 0.83914, 3.01605], [0.63507, 1.93682, 2.91996], [0.45603, -1.03672, -2.06856], [-0.66862, -0.88892, -3.33120], [-1.01063, -1.82206, -1.96447]]}

=====

Run C
{"formula": "C3H5N2O", "method": "ωB97M-V/def2-TZVPD", "homo_lumo_gap_ev": [7.19, 7.19], "total_charge": 1, "homo_ha": [-0.50189, -0.50189], "symbols": ["C", "C", "C", "N", "N", "O", "H", "H", "H", "H", "H"], "xyz": [[-0.15875, 1.30953, -2.06481], [-0.21620, -0.33495, -0.08663], [-0.68969, 0.29052, -1.44378], [0.63504, -0.13637, 1.97215], [0.85890, 0.01418, 0.78007], [0.38576, 2.09087, -2.71902], [-1.09708, -0.51770, 0.59269], [0.24264, -1.36522, -0.06134], [-1.32737, -0.42064, -1.93883], [1.53784, -0.33039, 2.58519], [-0.17108, -0.59983, 2.38431]]}

=====

The structure with the least stability is run B.

=====

Run A
{"formula": "C3H10NOS", "method": "ωB97M-V/def2-TZVPD", "homo_lumo_gap_ev": 5.95, "total_charge": -1, "homo_ha": -0.08884, "symbols": ["C", "N", "C", "C", "S", "H", "H", "H", "H", "H", "H", "H", "H", "H", "H", "O"], "xyz": [[-0.16288, -0.02369, -2.97229], [0.14883, -0.73068, -1.70327], [-0.62179, -0.08217, -0.66345], [-0.44933, -0.90314, 0.61493], [-0.90446, -0.27019, 2.30002], [0.32206, -0.79378, -3.68637], [0.39363, 0.90426, -2.93183], [-1.18677, 0.24602, -3.12553], [0.22282, -1.72097, -1.88326], [-0.23975, 0.92193, -0.47961], [-1.72947, 0.00968, -0.92051], [0.54503, -1.27426, 0.89157], [-1.00071, -1.77277, 0.19409], [1.71689, 1.62039, 1.09691], [2.30361, 1.80635, -0.42624], [2.43578, 1.94313, 0.56477]]}

=====

Run B
{"formula": "C3H10NOS", "method": "ωB97M-V/def2-TZVPD", "homo_lumo_gap_ev": 6.32, "total_charge": -1, "homo_ha": -0.10517, "symbols": ["C", "S", "C", "H", "H", "H", "H", "H", "H", "N", "C", "O", "H", "H", "H", "H"], "xyz": [[-2.19642, -0.93093, 0.84030], [-3.00253, 0.16526, -0.32230], [-1.51116, 1.00707, -0.96765], [-2.84390, -1.74681, 1.16983], [-1.76440, -0.45103, 1.71382], [-1.37577, -1.40719, 0.30596], [-1.63141, 1.22020, -2.02733], [-1.38103, 1.93465, -0.41095], [-0.62621, 0.39313, -0.73535], [3.14659, -0.37878, -0.21875], [1.94632, 0.40276, 0.17306], [0.83758, -0.33722, 0.40527], [3.52170, -0.87706, 0.57318], [2.84090, -1.08159, -0.87324], [2.27899, 0.99392, 1.04688], [1.76074, 1.09360, -0.67271]]}

=====

The structure with the least stability is run A.